ORCA calculation (the ωB97M-V functional and the def2-TZVPD basis) on a 3-piece molecular cluster, C8H17F5O7S2 overall in a non-equilibrium geometry.

Bonds (Å) are listed after each position.
Cartesian coordinates (Å):
1 O 1.282 -2.809 -2.362  S2 1.426
2 S 0.447 -2.261 -3.380  O1 1.426, O3 1.617, O4 1.724
3 O 1.325 -1.137 -4.142  S2 1.617, H15 0.968
4 O -0.575 -1.203 -2.480  S2 1.724, S5 1.594
5 S -1.663 -0.358 -3.282  O4 1.594, O6 1.426, O7 1.424, C8 1.886
6 O -2.327 0.497 -2.353  S5 1.426
7 O -1.101 0.322 -4.401  S5 1.424
8 C -2.960 -1.523 -4.000  S5 1.886, F9 1.330, F10 1.326, C11 1.559
9 F -2.734 -1.592 -5.309  C8 1.330
10 F -4.132 -0.954 -3.753  C8 1.326
11 C -2.988 -2.972 -3.423  C8 1.559, F12 1.334, F13 1.328, F14 1.327
12 F -4.226 -3.445 -3.576  C11 1.334
13 F -2.682 -2.980 -2.131  C11 1.328
14 F -2.158 -3.774 -4.078  C11 1.327
15 H 2.037 -1.648 -4.554  O3 0.968
16 C 0.840 1.077 0.405  C17 1.521, H20 1.095, H21 1.090, H22 1.090
17 C 1.526 1.797 -0.746  C16 1.521, C18 1.521, O19 1.427, H23 1.091
18 C 1.297 3.299 -0.677  C17 1.521, H24 1.093, H25 1.090, H26 1.091
19 O 1.050 1.289 -1.991  C17 1.427, H27 0.964
20 H -0.242 1.239 0.365  C16 1.095
21 H 1.008 0.003 0.343  C16 1.090
22 H 1.206 1.427 1.371  C16 1.090
23 H 2.597 1.589 -0.720  C17 1.091
24 H 0.230 3.526 -0.748  C18 1.093
25 H 1.792 3.800 -1.510  C18 1.090
26 H 1.679 3.716 0.256  C18 1.091
27 H 0.104 1.469 -2.030  O19 0.964
28 C 0.531 -0.809 5.787  C29 1.521, H32 1.093, H33 1.090, H34 1.091
29 C 1.210 -0.091 4.631  C28 1.521, C30 1.522, O31 1.427, H35 1.090
30 C 0.995 1.413 4.710  C29 1.522, H36 1.093, H37 1.090, H38 1.091
31 O 0.720 -0.591 3.388  C29 1.427, H39 0.962
32 H -0.549 -0.638 5.762  C28 1.093
33 H 0.692 -1.884 5.716  C28 1.090
34 H 0.912 -0.462 6.749  C28 1.091
35 H 2.279 -0.308 4.644  C29 1.090
36 H -0.071 1.650 4.652  C30 1.093
37 H 1.485 1.915 3.875  C30 1.090
38 H 1.389 1.823 5.641  C30 1.091
39 H -0.225 -0.412 3.350  O31 0.962

Computed properties:
- HOMO (eV) = -9.881
- gap between HOMO and LUMO (eV) = 10.04
- E_LUMO (eV) = 0.161